128
Properties=species:S:1:pos:R:3:forces:R:3 method="wB97M-V/def2-TZVPD" total_charge=-1 e_homo_ev=-3.907 orbital_gap_ev=5.311 e_tot_ev=-74413.7762
C 0.1356 -1.1669 -1.3357 -0.604 0.260 -0.022
C -0.5618 0.1768 -0.9386 -0.794 -1.182 -0.633
C 0.5062 1.2759 -0.9127 -0.128 1.132 -0.692
O -1.7430 0.3845 -1.6461 2.211 0.274 0.590
H 1.0431 -1.4034 -0.7802 0.288 0.242 0.210
H 0.3833 -1.2007 -2.3966 0.022 0.153 -0.181
H -0.5710 -1.9762 -1.1513 -0.149 -0.099 -0.125
H -0.8470 0.0136 0.1007 0.121 -0.052 1.239
H 1.3281 1.2753 -0.1967 -0.091 -0.760 0.442
H 0.0125 2.2335 -0.7472 -0.103 0.128 -0.111
H 1.0267 1.3591 -1.8668 -0.170 -0.054 -0.455
C 7.2560 1.0963 1.4851 0.918 -0.660 -0.316
O 5.8786 1.0441 1.7862 -0.541 0.846 0.229
C 5.1340 0.0511 1.2885 -0.481 -0.255 0.039
O 5.4650 -0.7360 0.4349 -0.462 0.437 0.706
O 3.9485 0.1237 1.9627 0.932 0.546 -1.110
C 2.8827 -0.7807 1.6709 -0.124 -0.410 0.765
H 7.7514 2.0361 1.7287 -0.907 0.291 0.460
H 7.4731 0.9742 0.4240 -0.243 -0.525 0.006
H 7.7220 0.3309 2.1058 0.358 -0.148 -0.388
H 1.9529 -0.3122 1.9935 0.152 0.262 0.094
H 3.0877 -1.6031 2.3563 -0.396 -0.568 -0.485
H 2.6991 -1.0694 0.6360 0.746 0.049 -0.038
C 1.7591 -7.6012 -1.2831 0.657 -1.090 -0.440
C 1.3028 -6.1856 -1.4403 -1.324 -0.332 0.883
O 0.2428 -5.8529 -1.9431 0.015 -0.364 -0.448
N 2.1064 -5.2908 -0.8599 0.894 -1.051 0.163
C 1.9100 -3.9101 -1.1202 0.505 1.014 -0.168
H 1.2943 -8.2478 -2.0275 0.116 0.187 -0.080
H 1.6405 -8.1158 -0.3296 -0.643 0.607 0.311
H 2.8440 -7.6209 -1.3865 0.133 -0.160 -0.467
H 3.0114 -5.6771 -0.6321 0.026 0.647 0.106
H 2.6860 -3.3684 -0.5794 -0.334 0.260 0.202
H 0.8978 -3.6005 -0.8600 0.307 0.001 0.054
H 2.0735 -3.6837 -2.1739 -0.191 0.064 -0.164
C -1.9682 1.7354 2.8554 1.064 -0.420 -1.209
C -3.1268 1.6538 3.8139 0.131 1.913 -1.631
O -4.0519 2.4424 3.7813 -0.363 0.661 -0.074
N -3.0751 0.7109 4.7076 0.209 -3.324 2.901
C -4.0787 0.5310 5.7611 -0.495 0.533 -0.378
H -1.2654 2.5618 2.9619 -0.604 0.586 0.489
H -2.2998 1.7673 1.8175 -0.462 0.225 0.028
H -1.2685 0.9001 2.8303 -0.302 -0.618 0.489
H -2.4190 -0.0510 4.6121 -0.129 0.305 -0.368
H -5.0761 0.2577 5.4165 -0.013 0.218 -0.659
H -4.1940 1.4906 6.2650 0.008 -0.162 0.284
H -3.8716 -0.2821 6.4568 0.811 0.226 -0.031
C -4.6827 4.7350 -0.1051 -0.029 1.172 0.596
C -3.9471 3.5928 -0.7365 -4.017 -0.907 -1.581
O -4.6548 2.8186 -1.4009 1.141 0.518 0.565
N -2.6654 3.3955 -0.5359 2.655 -0.029 0.339
C -1.7092 4.3661 0.0235 -1.313 -0.429 -0.432
H -5.7645 4.6990 -0.2336 0.174 -0.821 -0.122
H -4.4648 5.7083 -0.5447 0.668 0.152 0.127
H -4.4818 4.7481 0.9662 0.084 0.308 0.135
H -2.3456 2.4826 -0.8265 0.254 -0.561 -0.640
H -2.1582 4.6113 0.9860 0.908 0.527 0.289
H -1.6131 5.2405 -0.6201 -0.333 0.288 0.071
H -0.6899 3.9806 0.0467 -0.331 -0.402 0.510
C 5.7596 2.9925 -2.6677 -0.319 1.094 -0.242
C 4.3037 2.7417 -3.2528 1.808 0.715 1.781
O 4.1629 1.9584 -4.1324 -0.285 -1.828 -1.788
N 3.2457 3.3760 -2.6860 0.217 0.573 -0.346
C 3.3380 4.5821 -1.9153 0.220 0.281 1.297
H 5.9113 4.0420 -2.4153 -0.244 0.158 0.192
H 6.5753 2.8083 -3.3669 -0.577 -0.378 -0.523
H 6.0571 2.4429 -1.7747 -0.749 -0.287 0.113
H 2.3337 2.9664 -2.8299 0.109 0.120 -0.335
H 3.7588 4.3003 -0.9501 -0.385 0.440 0.517
H 2.3769 5.0874 -1.8198 -0.156 -0.532 0.238
H 3.9801 5.3968 -2.2499 0.294 -0.406 -0.850
C -1.4089 -2.5949 5.1219 0.071 -0.840 -0.603
C -1.4279 -2.3756 3.5740 -0.746 -0.866 3.555
O -2.3539 -1.7648 3.1177 -0.606 1.176 -1.134
N -0.5318 -3.1030 2.9362 1.069 -0.289 0.034
C -0.4271 -3.1286 1.5104 -0.450 -0.227 -0.818
H -0.5211 -3.1582 5.4093 0.269 0.510 0.408
H -2.2106 -3.2987 5.3457 -0.283 -0.022 -0.281
H -1.6404 -1.7395 5.7567 0.493 0.200 -0.325
H 0.1270 -3.6010 3.5177 -0.036 0.148 -0.382
H 0.2004 -2.3327 1.1094 0.261 -0.191 0.041
H -1.4119 -2.9608 1.0743 -0.088 0.003 0.054
H -0.1246 -4.1284 1.1992 0.300 0.173 -0.138
C 1.7849 2.6876 1.9639 0.261 1.228 1.343
C 1.8104 3.6224 3.2111 -1.596 1.191 -3.166
O 1.7371 4.8408 3.0700 0.603 -0.197 0.181
N 1.7591 3.0273 4.3615 0.140 -2.341 1.099
C 1.8200 3.6405 5.6337 0.137 -0.562 1.137
H 2.4992 1.8825 2.1365 0.274 0.263 -0.612
H 2.0106 3.4514 1.2198 0.294 -0.824 -0.612
H 0.8174 2.2313 1.7543 -0.154 0.294 0.224
H 1.7039 2.0201 4.3112 0.104 0.172 0.257
H 2.4183 2.9728 6.2537 0.467 0.312 0.199
H 0.8529 3.5965 6.1345 -0.232 0.766 -0.126
H 2.2765 4.6274 5.5570 -0.354 -0.079 0.134
C -0.9294 1.5114 -7.0982 1.042 0.289 0.399
C -1.2557 0.8840 -5.7563 -1.861 0.336 -0.070
O -2.4183 0.7170 -5.4635 -1.364 -0.036 -0.492
N -0.3724 0.5198 -4.8261 4.238 0.546 0.268
C 1.1433 0.5179 -4.8749 -1.108 -0.660 -0.029
H -1.5700 2.3551 -7.3548 -0.317 -0.170 0.577
H -1.0722 0.7965 -7.9085 0.422 -0.147 0.123
H 0.0769 1.9231 -7.0220 0.268 -0.218 -0.677
H -0.7577 0.2018 -3.9484 -0.619 0.182 0.347
H 1.6543 0.7537 -3.9415 -0.717 0.069 0.397
H 1.6457 1.1966 -5.5642 -0.632 -0.071 -0.413
H 1.4187 -0.5160 -5.0834 0.439 0.028 -0.303
C -1.1064 -3.0449 -4.3031 2.246 0.371 -1.436
C -2.2704 -3.2419 -3.4737 -1.957 0.264 0.807
O -3.3045 -2.6361 -3.7226 0.261 -0.912 0.490
N -2.1039 -4.0950 -2.4019 -0.126 1.034 -1.250
C -3.2242 -4.4150 -1.5796 0.168 -0.189 1.232
H -1.2239 -3.3630 -5.3390 -0.424 -0.397 0.068
H -0.2182 -3.5420 -3.9132 0.172 0.083 0.035
H -0.9210 -1.9791 -4.4369 0.024 0.067 0.391
H -1.2455 -4.6258 -2.3635 -0.251 -0.063 0.210
H -3.7713 -3.5477 -1.2100 -0.005 0.276 -0.639
H -2.8023 -4.8118 -0.6562 -0.140 -0.564 0.066
H -3.9115 -5.1278 -2.0353 -0.086 -0.031 0.007
O -5.2041 -0.4468 -0.3946 -1.249 -0.510 -0.779
C -4.6471 -1.0646 0.4921 -2.014 2.884 -0.826
N -3.3562 -1.2114 0.4522 3.152 -1.586 1.139
C -5.3672 -1.3635 1.7629 -0.146 -0.554 -0.090
H -2.8181 -0.8322 -0.3138 0.009 0.610 -0.796
H -2.8925 -1.3859 1.3323 0.092 -0.091 -0.268
H -4.7311 -0.9968 2.5684 -0.338 -0.322 0.372
H -5.5306 -2.4411 1.7775 0.040 -0.131 0.609
H -6.3357 -0.8655 1.7169 0.216 0.018 0.134

=====

24
Properties=species:S:1:pos:R:3:forces:R:3 method="wB97M-V/def2-TZVPD" total_charge=0 de_lowest_kcal_mol=13.5 e_homo_ev=-9.637 orbital_gap_ev=10.151 e_tot_ev=-42580.2902
C 0.9138 -1.5571 -2.1798 -0.617 -1.222 -0.209
C -3.0747 0.8775 0.3991 2.683 -0.006 -1.395
C 0.2934 1.7652 2.4648 1.628 2.418 2.946
C 2.7099 -1.2358 -0.6112 1.316 4.706 -1.710
N -0.8837 1.8373 1.6895 -1.509 -1.392 -0.679
N 1.1196 0.6047 2.2970 -0.293 -1.184 -1.110
O 1.2983 1.6563 -0.0774 0.738 -2.030 1.013
O -0.6400 -0.1553 -0.0258 0.260 -1.063 -0.166
O 2.1651 -0.9528 -1.8517 -0.220 0.051 0.158
O 1.8812 -0.8428 0.5055 -0.206 -0.221 -0.298
F -1.4072 2.0555 -0.7532 1.330 -0.324 -0.162
F 3.2729 0.9906 1.0965 -0.937 -0.414 -0.386
S -1.2615 1.0027 0.4952 -2.848 2.937 1.039
S 1.6677 0.6407 0.9013 2.935 1.678 -0.019
H 0.4094 -0.9598 -2.9945 0.942 -0.680 0.722
H 0.2393 -1.4711 -1.2990 0.500 -0.571 -0.809
H 1.0846 -2.6655 -2.5196 -0.464 1.960 0.603
H -3.1761 0.2332 -0.4827 -0.637 -0.104 0.650
H -3.4871 0.6821 1.3310 -0.905 -0.908 1.368
H -3.1855 1.8857 0.1030 -1.233 0.909 -0.080
H 0.9452 2.6318 2.2313 -0.626 0.128 -0.077
H 0.1835 1.9291 3.6327 -0.695 -0.688 -2.380
H 3.6631 -0.6144 -0.6099 -1.217 -0.600 0.262
H 3.0176 -2.1881 -0.4645 0.077 -3.381 0.719

=====

156
Properties=species:S:1:pos:R:3:forces:R:3 method="wB97M-V/def2-TZVPD" total_charge=+1 e_homo_ev="-10.485 / -10.485" orbital_gap_ev="8.058 / 2.070" e_tot_ev=-75425.4921 spin_multiplicity=2
C -0.3834 0.8623 5.4755 1.690 -1.412 -2.139
C 0.5257 1.2224 4.2054 0.314 0.766 2.400
O 1.5144 0.2244 3.9176 -0.919 0.034 0.019
O -1.1017 -0.2273 4.9264 -1.873 -0.390 0.854
H -1.0272 1.6040 5.9483 -0.298 0.249 -0.881
H 0.2188 0.5077 6.3120 0.516 -0.044 -0.013
H 1.0231 2.1600 4.4535 -0.021 0.285 -0.627
H -0.1270 1.2404 3.3325 0.085 0.426 0.082
H 2.2527 0.2985 4.5267 0.003 0.063 0.174
H -0.5365 -0.7277 4.3333 0.356 -0.039 0.154
C 0.5777 -0.6719 -0.0394 0.952 -0.857 -0.763
C -0.8622 -0.3339 0.2246 0.806 -0.602 1.128
O -1.3527 0.8000 -0.3854 -1.081 1.181 -0.545
O 0.7681 -1.1530 -1.3588 0.430 1.534 -0.368
H 0.9719 -1.4870 0.5674 -0.581 -0.023 0.930
H 1.2801 0.1366 0.1635 -0.237 0.450 -0.289
H -0.9271 -0.1786 1.3015 -0.335 -0.403 0.467
H -1.4608 -1.1852 -0.0993 -0.228 -0.133 0.221
H -0.6537 1.3643 -0.7240 0.719 0.142 -0.484
H 0.2023 -1.9261 -1.4188 -0.287 -1.054 -0.390
C 2.0364 1.8420 -4.3550 2.169 1.183 0.542
C 1.9888 2.1549 -2.8172 -0.599 0.329 -0.761
C 2.4958 3.5561 -2.2813 -1.557 -0.977 -0.594
O 1.7302 4.6331 -2.8412 0.594 -2.100 -0.345
C 2.0290 5.8720 -2.3589 -0.874 2.364 -0.178
N 0.5982 1.9240 -2.4201 -0.840 0.225 1.205
H 1.4891 2.5980 -4.9181 -0.485 -0.316 0.084
H 1.8752 0.8099 -4.6660 -0.765 0.025 0.528
H 3.0583 1.9783 -4.7088 0.375 0.199 -0.009
H 2.5976 1.4708 -2.2260 0.089 -0.358 -0.274
H 3.5773 3.6179 -2.4020 0.069 0.407 -0.397
H 2.2787 3.5575 -1.2131 0.126 -0.178 0.340
H 1.3640 6.5519 -2.8915 0.331 0.198 -0.763
H 3.0536 6.2226 -2.4829 0.195 -0.282 0.027
H 1.6527 6.1542 -1.3757 0.430 -0.926 1.008
H 0.2794 1.0147 -2.7228 0.411 -0.512 0.099
H -0.0464 2.5361 -2.8996 0.236 0.590 -0.171
C 0.7703 -3.0288 -6.8702 1.159 -0.370 1.174
C 1.7943 -2.0980 -6.2402 -1.493 1.819 0.081
C 2.1868 -2.3905 -4.7884 1.292 -0.391 0.301
O 3.3973 -1.6465 -4.4842 -0.595 0.006 0.444
C 4.0704 -1.9584 -3.2575 -0.102 0.559 -0.268
N 2.8911 -1.8866 -7.0967 1.416 -0.242 -0.885
H -0.1305 -2.9498 -6.2616 -0.337 -0.323 -0.494
H 1.2345 -4.0077 -6.7503 -0.504 -0.535 -0.181
H 0.6806 -2.8281 -7.9378 -0.350 0.190 0.287
H 1.3622 -1.0998 -6.3103 -0.650 0.232 0.726
H 2.4655 -3.4419 -4.7174 -0.016 -0.483 -0.016
H 1.4146 -2.2319 -4.0357 -0.225 0.382 -0.036
H 4.1113 -3.0295 -3.0598 0.069 -0.115 -0.137
H 3.6968 -1.4493 -2.3691 -0.929 -0.065 -0.043
H 5.0671 -1.5203 -3.3108 0.216 -0.394 -0.522
H 3.3566 -1.0665 -6.7348 0.556 -0.102 -0.223
H 3.5350 -2.6617 -7.0294 0.425 -0.091 -0.147
C -2.1038 -2.3966 -3.1716 -1.379 -1.126 1.054
C -2.0303 -3.5125 -2.0393 0.872 -0.382 -0.644
C -2.6549 -4.9039 -2.3919 0.940 0.594 -2.222
O -2.2903 -5.7982 -1.4277 0.731 -0.040 2.720
C -2.3784 -7.1781 -1.5435 -1.062 -1.240 -1.055
N -0.6065 -3.6170 -1.6461 -0.428 -0.061 -0.019
H -3.1515 -2.2286 -3.4209 -0.188 0.200 0.102
H -1.6784 -2.7048 -4.1266 0.467 -0.313 0.257
H -1.6658 -1.4495 -2.8565 0.094 -0.189 0.144
H -2.5119 -3.3443 -1.0760 -0.445 1.128 -0.165
H -2.2168 -5.3150 -3.3013 0.077 0.423 -0.802
H -3.7162 -4.7794 -2.6068 -0.437 -0.141 0.440
H -3.4080 -7.5218 -1.4435 -0.261 0.029 0.557
H -1.7394 -7.7464 -0.8676 -0.021 0.751 0.502
H -2.1356 -7.6245 -2.5077 0.483 0.680 -0.693
H -0.5653 -4.1793 -0.8081 0.125 -0.222 0.137
H -0.1125 -4.1497 -2.3478 0.287 -0.043 -0.250
C -4.8150 0.2578 -0.3523 0.393 -1.868 0.985
C -5.5730 -0.4597 -1.4460 2.368 -0.459 -1.584
C -5.5743 -2.0479 -1.5073 -1.861 2.117 1.544
O -5.8746 -2.4763 -2.7977 0.018 -0.947 -0.528
C -6.9865 -3.3895 -2.8229 0.035 0.052 -0.497
N -6.8479 0.0893 -1.3110 -3.795 0.507 -0.154
H -4.7625 1.3251 -0.5672 0.342 -0.047 0.086
H -3.8785 -0.2398 -0.1002 0.515 0.624 -0.438
H -5.4221 0.0398 0.5263 -0.204 0.535 0.382
H -5.1791 -0.1357 -2.4093 0.660 -0.251 -0.298
H -6.4690 -2.2462 -0.9172 0.015 -0.361 0.600
H -4.7495 -2.5333 -0.9856 0.465 0.030 -0.508
H -6.9382 -4.2199 -2.1184 0.420 0.182 0.377
H -7.0522 -3.8693 -3.7994 0.232 0.364 -0.149
H -7.9181 -2.8509 -2.6493 -0.074 0.094 0.089
H -6.8787 1.0877 -1.4606 0.608 0.358 0.368
H -7.5049 -0.1644 -2.0350 -0.069 -0.857 -0.205
C -4.3045 -4.6982 6.0132 -1.191 1.321 1.120
C -2.8587 -4.4987 5.7785 0.434 -1.606 -1.928
C -2.5976 -3.5078 4.5750 0.151 -0.727 1.121
O -3.4368 -3.7621 3.4326 1.367 -1.460 2.401
C -3.2904 -2.8379 2.4386 -0.956 0.395 -0.877
N -2.0664 -4.1904 6.9566 0.078 1.204 -0.769
H -4.4481 -5.3995 6.8352 -0.189 -0.353 -0.283
H -4.9113 -4.9106 5.1330 0.245 -0.273 0.092
H -4.6362 -3.7436 6.4214 -0.646 0.256 0.045
H -2.5414 -5.5052 5.5058 0.582 0.006 -0.718
H -1.5289 -3.5832 4.3743 0.150 -0.174 -0.638
H -2.7191 -2.4794 4.9153 -0.442 0.330 0.137
H -2.3001 -2.6733 2.0140 0.458 -0.172 0.307
H -3.6986 -1.8990 2.8125 0.007 0.574 -0.375
H -3.9159 -3.2581 1.6510 -0.083 0.526 -0.370
H -2.1934 -3.1961 7.0805 0.204 0.307 0.687
H -2.4129 -4.6585 7.7818 -0.136 -0.089 -0.014
C -4.3343 1.6441 3.3872 0.672 -0.029 -0.614
C -4.3575 3.0129 2.7141 -1.076 0.747 2.731
C -3.1139 3.4056 1.8360 1.219 0.491 -0.048
O -2.0038 3.8261 2.5620 1.183 -0.080 -0.846
C -0.8093 4.2236 1.6696 -1.707 0.767 0.141
N -5.6248 3.2798 2.1040 2.308 -1.568 -2.141
H -5.1518 1.4475 4.0808 -0.264 0.248 -0.424
H -3.4381 1.5529 4.0008 0.218 0.004 -0.247
H -4.2826 0.9100 2.5831 -0.146 -0.462 0.249
H -4.3010 3.7220 3.5400 0.551 0.700 0.258
H -3.4104 4.1326 1.0800 0.118 0.082 -0.364
H -2.8088 2.4642 1.3791 -0.422 -0.746 -0.520
H -0.1906 3.4359 1.2396 -0.601 -0.738 0.546
H -0.1546 4.9040 2.2142 -0.490 -0.173 0.379
H -1.2604 4.7573 0.8331 0.112 0.168 -0.042
H -5.6785 2.4844 1.4839 -1.674 -1.226 0.072
H -5.7415 4.0030 1.4087 0.045 1.459 0.642
C 2.4704 2.9900 2.1167 1.398 1.494 -0.918
C 3.5341 4.1004 1.7443 -0.916 0.339 1.366
C 2.7632 5.5224 1.7495 1.851 0.068 -0.369
O 3.6127 6.6282 1.3102 -0.353 0.247 -0.110
C 3.0325 7.9601 1.4566 -0.043 -0.641 -0.583
N 4.6833 4.0196 2.6774 -0.787 0.948 -0.458
H 2.0323 2.7156 1.1571 -0.323 -0.456 0.167
H 1.7044 3.3968 2.7768 0.141 -0.269 0.165
H 3.0651 2.1825 2.5438 -0.505 -0.153 0.048
H 3.9863 3.7927 0.8015 -0.439 0.616 -0.414
H 2.4636 5.8644 2.7401 -0.255 -0.826 0.504
H 1.8686 5.3645 1.1470 -0.145 0.451 -0.469
H 2.1549 8.0230 0.8131 -0.505 -0.075 0.424
H 3.6353 8.7896 1.0868 0.937 -0.757 -0.424
H 2.8711 8.3049 2.4780 -0.498 -0.747 0.346
H 4.3736 4.4457 3.5392 -0.181 -0.252 0.700
H 5.2686 4.7698 2.3386 0.824 0.021 -0.171
C 9.1345 -0.1677 -0.2532 -1.100 -0.958 0.369
C 7.7891 0.6709 -0.1110 2.570 -0.070 0.344
C 6.6563 -0.1157 0.4491 -1.735 -0.873 0.448
O 5.3802 0.4997 0.1889 -0.014 0.969 -1.162
C 4.3552 -0.3743 0.5515 0.929 -0.614 2.169
N 8.2013 1.7228 0.8219 -0.666 0.673 0.031
H 9.4859 -0.4549 0.7379 -0.171 0.377 0.321
H 10.0033 0.2858 -0.7303 -0.485 0.530 -0.235
H 8.9932 -1.1500 -0.7041 -0.262 0.106 -0.525
H 7.4340 1.0491 -1.0696 0.174 0.019 -0.305
H 6.5836 -0.2759 1.5248 1.152 0.151 0.343
H 6.6088 -1.1189 0.0255 0.266 -0.226 -0.405
H 4.6184 -0.7088 1.5549 0.298 -0.638 0.555
H 4.3766 -1.3051 -0.0153 -0.701 0.191 -0.562
H 3.4110 0.0632 0.8758 -0.219 0.483 -1.453
H 9.0089 2.2238 0.4799 0.276 -0.179 -0.166
H 7.4884 2.4367 0.8678 -0.364 0.098 0.254